(1)
ORCA calculation (ωB97M-V/def2-TZVPD) on a structure of composition C44H59NO6P2S3SiTi.

Results
expectation value of S²	0.7562
frontier orbital gap (spin up / spin down)	5.580 / 6.539	eV
E_LUMO (spin up / spin down)	2.3 / 2.2	eV
multiplicity	2
charge	-1

Geometry as XYZ:
```
117
Properties=species:S:1:pos:R:3:forces:R:3
Ti 0.20089 -0.63107 0.88836 1.8 -0.8 -3.3
S 2.87923 -0.11109 1.39499 -0.1 -0.5 0.3
P 1.98591 1.56463 0.80566 0.0 0.5 -1.0
C 0.53558 1.18518 -0.06186 -0.1 1.5 1.6
P -0.87033 2.21806 0.10267 0.1 -0.3 -1.0
S -2.49221 1.59190 1.04700 -0.3 0.1 0.3
C -0.58822 3.94989 0.64974 0.1 -0.1 0.1
C -0.04934 4.90738 -0.20501 0.1 -0.1 0.1
C 0.03640 6.23211 0.19726 0.0 0.1 -0.1
C -0.41137 6.60738 1.45535 0.0 0.0 0.0
C -0.92645 5.65132 2.31982 0.1 0.0 0.1
C -1.01555 4.32825 1.91890 0.1 0.0 0.0
C -1.40830 2.56404 -1.62436 0.0 0.0 0.0
C -0.83168 1.89649 -2.69672 0.0 0.1 0.1
C -1.23697 2.18041 -3.99560 0.0 0.0 -0.1
C -2.21662 3.13327 -4.22612 0.0 0.0 -0.1
C -2.81022 3.79075 -3.15417 0.0 0.0 0.1
C -2.41652 3.49821 -1.85904 0.0 -0.1 -0.1
C 3.16512 2.44357 -0.29717 0.0 -0.1 0.0
C 4.45782 2.72658 0.14002 0.0 0.0 -0.1
C 5.33178 3.42209 -0.67862 0.0 0.0 0.1
C 4.92552 3.82914 -1.94473 0.0 0.0 0.0
C 3.64619 3.53345 -2.38933 0.1 0.1 -0.1
C 2.76867 2.83832 -1.56619 -0.1 0.0 0.1
C 2.02502 2.71741 2.24545 -0.3 -0.1 -0.1
C 1.65451 2.21847 3.49186 0.0 0.1 0.0
C 1.69240 3.02656 4.61667 0.0 0.0 0.0
C 2.12258 4.34151 4.50993 0.0 0.0 0.0
C 2.50314 4.84248 3.27477 0.0 0.1 0.0
C 2.44347 4.04151 2.14441 -0.1 -0.1 0.0
H 0.29254 4.61775 -1.19148 0.0 0.0 0.0
H 0.43462 6.97813 -0.48057 0.0 0.0 0.0
H -0.35578 7.64568 1.76135 0.0 0.0 0.0
H -1.26380 5.94032 3.30769 0.0 0.0 0.0
H -1.44086 3.57370 2.56869 0.0 0.0 0.0
H -0.05656 1.16558 -2.48994 0.0 0.0 0.0
H -0.78032 1.66154 -4.83034 0.0 0.0 0.0
H -2.52126 3.36759 -5.23934 0.0 0.0 0.0
H -3.57923 4.53376 -3.33038 0.0 0.0 0.0
H -2.88151 3.98907 -1.01229 0.0 0.0 0.0
H 4.76056 2.40382 1.12964 0.1 0.0 0.0
H 6.32911 3.65955 -0.32742 0.0 0.0 0.0
H 5.60795 4.38113 -2.57997 0.0 0.0 0.0
H 3.32874 3.85514 -3.37414 0.0 0.0 0.0
H 1.76101 2.60163 -1.88997 0.0 0.0 0.0
H 1.35200 1.18592 3.57107 0.0 0.0 0.0
H 1.40226 2.62298 5.57941 0.0 0.0 0.0
H 2.15822 4.97564 5.38805 0.0 0.0 0.0
H 2.84305 5.86733 3.18830 0.0 0.0 0.0
H 2.73070 4.44959 1.18571 0.0 0.0 0.0
C -2.41221 -1.03714 -1.19628 -0.1 0.0 0.3
C -1.51864 -0.98327 0.00570 -0.5 -0.4 -1.0
O -1.61354 -1.81089 0.93499 -0.1 0.0 0.2
H -3.26084 -0.37103 -1.03487 0.0 0.0 0.0
H -2.77690 -2.05451 -1.35864 0.0 0.0 0.0
H -1.85736 -0.68970 -2.06586 0.0 0.0 0.0
C -1.38898 -5.18894 -0.35363 0.2 0.1 0.0
C -0.46014 -5.73377 0.72819 -0.1 -0.2 0.0
C -1.22349 -5.87117 2.04630 0.1 0.1 -0.1
C 0.09124 -7.09822 0.30433 0.1 0.2 0.1
O 0.62112 -4.84396 0.98860 -0.2 -0.2 0.2
Si 1.68105 -4.03013 0.01753 -0.1 0.7 -0.5
S 1.01823 -2.22319 -0.76606 0.3 -1.2 -0.4
O 2.92639 -3.78596 1.05796 0.3 -0.1 0.1
C 4.00868 -4.60536 1.48354 0.1 -0.1 0.1
C 3.64656 -6.09272 1.48909 -0.1 0.2 0.0
C 4.36330 -4.16800 2.90532 0.0 0.0 -0.1
C 5.19638 -4.35469 0.55482 -0.1 0.0 0.0
O 2.13589 -5.09604 -1.16592 0.1 0.0 -0.1
C 2.41134 -5.03216 -2.57001 0.0 -0.2 -0.2
C 1.10424 -4.87052 -3.34935 0.1 0.1 0.2
C 3.37811 -3.90288 -2.93565 -0.2 -0.1 0.3
C 3.05880 -6.37253 -2.91652 0.0 0.0 0.1
H -2.26248 -5.83677 -0.45955 0.0 0.0 0.0
H -0.86372 -5.13639 -1.30894 -0.1 0.0 0.0
H -1.71394 -4.18445 -0.09049 0.0 0.1 0.0
H -1.95906 -6.67456 1.97965 0.0 0.0 0.0
H -1.74655 -4.93806 2.26821 0.0 0.0 0.0
H -0.52585 -6.09293 2.85698 0.0 0.0 0.0
H -0.72582 -7.77699 0.05245 0.0 0.0 0.0
H 0.68381 -7.53566 1.11140 0.0 0.0 0.0
H 0.73392 -6.96929 -0.56465 0.0 -0.1 0.0
H 2.76292 -6.25447 2.10941 0.0 0.0 0.0
H 4.47968 -6.67421 1.88908 0.0 0.0 0.0
H 3.42250 -6.42936 0.47800 0.0 -0.1 0.0
H 3.57992 -4.47297 3.60273 0.0 0.0 0.0
H 4.46766 -3.08220 2.94108 0.0 0.0 0.0
H 5.30113 -4.63023 3.21867 0.0 0.0 0.0
H 4.96707 -4.73273 -0.44139 0.0 0.0 0.0
H 6.09085 -4.85902 0.92639 0.0 0.0 0.0
H 5.38271 -3.28203 0.48752 0.0 0.0 0.0
H 0.64496 -3.92089 -3.07695 -0.1 0.0 0.0
H 0.41731 -5.68586 -3.11051 0.0 0.0 0.0
H 1.29917 -4.87573 -4.42362 0.0 0.0 0.0
H 2.92043 -2.93986 -2.72687 0.0 0.1 0.0
H 3.62790 -3.96215 -3.99678 0.0 0.0 0.0
H 4.29626 -3.98229 -2.35219 0.0 0.0 0.0
H 2.40988 -7.19772 -2.61639 0.0 0.0 0.0
H 4.01377 -6.47517 -2.39674 0.0 0.0 0.0
H 3.23639 -6.43377 -3.99154 0.0 0.0 0.0
O -1.02051 -0.46213 4.68333 0.0 0.1 -0.2
C -0.56132 -0.94608 3.55015 0.2 0.3 0.4
O -0.33944 -0.20211 2.59551 -1.0 0.2 3.7
C -0.15719 -2.40611 3.58562 -0.1 -0.2 -0.1
N -0.70062 -3.02737 4.80856 -0.1 0.1 -0.1
C 0.38971 -3.70192 5.52190 0.2 0.0 0.1
C 1.59447 -2.82932 5.20112 -0.1 0.0 0.0
C 1.37823 -2.53009 3.71637 0.0 0.1 0.2
H -0.50269 -2.88544 2.66623 0.0 0.1 0.0
H -1.46981 -3.64998 4.60467 0.0 0.0 -0.1
H -1.08314 -1.26679 5.25198 -0.1 -0.2 0.1
H 0.56646 -4.71693 5.14445 -0.1 0.0 0.0
H 0.16313 -3.75947 6.58819 0.0 0.0 0.0
H 2.53777 -3.33701 5.39673 0.0 0.0 0.0
H 1.57043 -1.91216 5.79546 0.0 0.0 0.0
H 1.89019 -1.62974 3.38194 0.1 0.0 -0.1
H 1.72495 -3.35449 3.09929 -0.1 0.0 -0.1
```
Positions in Å, forces in eV/Å.

=====

(2)
ORCA calculation (ωB97M-V/def2-TZVPD) on a structure of composition C44H60AsHfN8OPSi2Te.

Results
frontier orbital gap	4.005	eV
E_LUMO	-12.7	eV
multiplicity	1
charge	+4

Geometry as XYZ:
```
119
Properties=species:S:1:pos:R:3:forces:R:3
Hf -0.13788 -0.16499 -0.32194 0.8 -0.3 1.9
C -2.77981 -5.19395 1.71876 0.1 -0.7 0.2
N -2.26706 -3.85575 1.37963 0.0 0.3 -0.5
C -2.01592 -3.30453 0.19716 0.0 -0.1 0.0
N -1.41195 -2.12209 0.38468 0.9 1.2 -0.1
C -1.32567 -2.03720 1.75464 0.1 0.0 -0.1
N -1.83357 -3.05875 2.36809 0.0 0.1 0.3
C -1.62611 -6.17678 1.84099 0.0 0.2 -0.1
C -1.59996 -7.37246 1.13464 0.0 0.0 0.0
C -0.50859 -8.22572 1.26782 0.0 0.0 -0.1
C 0.58481 -7.86409 2.03940 0.1 0.0 0.1
C 0.56495 -6.65473 2.73011 -0.3 0.1 0.0
C -0.55909 -5.83882 2.66114 0.0 -0.1 0.1
C 1.75816 -6.08707 3.35039 0.8 0.1 -0.1
N 2.96973 -6.18616 2.90484 -0.5 -0.4 -0.4
N 3.70121 -5.19580 3.49693 0.2 0.5 0.5
C 2.90121 -4.55891 4.28633 0.2 -0.5 -0.5
O 1.65064 -5.08614 4.25627 -0.3 0.2 0.1
C 3.11415 -3.27385 4.94686 -0.1 0.2 0.1
C 2.58251 -2.97624 6.19925 0.1 0.0 0.0
C 2.69048 -1.68749 6.69747 -0.1 0.0 0.1
C 3.25066 -0.67957 5.92246 0.0 0.1 0.0
C 3.76088 -0.97316 4.66314 0.0 0.1 -0.1
C 4.24656 0.12241 3.74034 0.3 -0.2 0.6
N 3.41234 0.15965 2.52145 -0.6 -0.1 -0.2
C 2.09556 0.11156 2.44367 -0.1 0.1 0.3
N 1.72489 0.15561 1.15290 -1.2 -0.5 -1.5
C 2.93497 0.20133 0.48053 0.2 0.0 0.2
N 3.95120 0.19543 1.28894 0.2 0.2 -0.2
C 3.74038 -2.28073 4.20150 0.0 -0.1 0.0
H -3.49947 -5.50491 0.96439 0.0 0.1 -0.1
H -3.28796 -5.08895 2.67580 -0.1 0.1 -0.1
H -2.27509 -3.74236 -0.75385 0.0 -0.1 0.0
H -0.88198 -1.20821 2.29483 0.0 0.0 0.1
H -2.43347 -7.65863 0.50405 0.0 0.0 0.0
H -0.50488 -9.17138 0.74268 0.0 0.0 0.0
H 1.44967 -8.51024 2.11523 0.0 0.0 0.0
H -0.59244 -4.93022 3.24869 0.1 0.0 0.0
H 2.10522 -3.75080 6.78526 0.0 0.0 0.0
H 2.30874 -1.45920 7.68339 0.0 0.0 0.0
H 3.29269 0.33285 6.30710 0.0 0.0 0.0
H 5.27100 -0.02854 3.40508 0.0 0.0 -0.1
H 4.18139 1.08994 4.23675 0.0 0.1 -0.1
H 1.43538 0.07200 3.29597 0.1 -0.1 0.1
H 3.04908 0.24503 -0.59174 0.0 0.0 0.0
H 4.19866 -2.54439 3.25374 -0.1 0.0 0.0
C 2.28005 2.97832 -2.08453 0.3 -0.7 0.2
P 0.72573 2.16298 -1.59804 -1.0 0.7 -0.3
C -0.30288 2.04295 -3.09000 0.2 -0.2 0.2
C -1.46351 1.27489 -2.98627 0.3 0.2 -0.1
C -2.36950 1.19147 -4.02786 -0.2 -0.1 0.1
C -2.10931 1.88313 -5.20593 0.0 0.1 0.1
C -0.94623 2.63119 -5.33136 0.0 0.0 0.0
C -0.03744 2.70807 -4.28254 0.0 0.1 0.0
C -0.06942 3.44497 -0.58183 0.2 -0.3 0.2
C 0.08372 3.35474 0.80598 0.1 0.1 -0.1
C -0.30783 4.41081 1.61742 0.0 0.0 0.1
C -0.88501 5.53926 1.05061 0.0 0.0 0.0
C -1.05959 5.61998 -0.32731 0.0 0.0 -0.1
C -0.64218 4.58295 -1.14721 -0.1 0.0 -0.1
H 2.02061 3.95751 -2.48613 -0.1 0.0 0.0
H 2.82982 2.39506 -2.82400 0.0 0.0 0.0
H 2.90283 3.12342 -1.20135 0.0 0.0 0.0
H -1.67703 0.73890 -2.04512 -0.3 0.0 0.1
H -3.27097 0.59875 -3.93200 0.0 0.0 0.0
H -2.81933 1.84084 -6.02121 0.0 0.0 0.0
H -0.74709 3.17106 -6.24809 0.0 0.0 0.0
H 0.85949 3.30074 -4.40707 0.0 0.0 0.0
H 0.58099 2.48889 1.23925 0.0 0.1 0.1
H -0.13711 4.37230 2.68603 0.0 0.0 0.0
H -1.18332 6.36582 1.68200 0.0 0.0 0.0
H -1.49639 6.50746 -0.76612 0.0 0.0 0.0
H -0.76211 4.66417 -2.22161 0.0 0.0 0.0
C -0.79856 -2.52725 -7.01491 0.2 0.1 0.0
Si 0.52703 -1.96417 -5.83193 0.0 0.2 0.3
C 1.23732 -0.24130 -6.11429 -0.2 -0.3 -0.2
C 1.94069 -3.18449 -5.59070 -0.4 0.1 -0.1
C -0.42764 -1.74162 -4.11583 0.3 -0.1 -0.7
Te 1.05948 -1.47361 -2.60643 -0.4 -0.3 -0.2
C 1.13613 -3.55424 -2.12240 0.5 -0.3 0.1
Si 2.64306 -4.11125 -1.03618 -0.4 0.6 0.4
C 4.13343 -3.03438 -1.45232 -0.1 -0.4 -0.1
C 2.85021 -5.93057 -1.33920 0.0 0.1 0.1
C 1.94290 -3.63001 0.67010 0.3 -0.4 -0.2
H -0.37876 -2.66284 -8.01436 0.0 0.0 0.0
H -1.61096 -1.80370 -7.09993 0.0 0.0 0.0
H -1.22683 -3.48480 -6.71354 0.0 0.0 0.0
H 1.96661 -0.26296 -6.92644 0.0 0.0 0.0
H 1.75285 0.13780 -5.22720 0.0 0.0 0.0
H 0.46360 0.47523 -6.39615 0.0 0.0 0.0
H 2.54461 -3.20352 -6.50046 0.0 0.0 0.0
H 1.59166 -4.20641 -5.42919 0.0 0.0 0.0
H 2.61167 -2.90431 -4.77354 0.1 0.0 0.0
H -1.03721 -2.60221 -3.84056 0.1 0.0 0.2
H -1.04848 -0.85247 -4.18137 0.1 0.0 0.1
H 1.19493 -4.04099 -3.09714 -0.1 0.2 -0.2
H 0.18428 -3.82218 -1.66532 0.0 0.0 0.0
H 4.77579 -3.56381 -2.16012 0.0 0.0 0.0
H 4.75006 -2.83305 -0.57426 -0.1 0.0 0.0
H 3.88337 -2.07710 -1.91638 0.0 0.0 0.0
H 3.40124 -6.10715 -2.26590 0.0 0.0 0.0
H 1.88983 -6.44608 -1.41358 0.0 0.0 0.0
H 3.40625 -6.39840 -0.52673 0.1 0.0 0.1
H 1.43475 -2.65420 0.63023 0.0 0.1 0.0
H 2.71739 -3.57506 1.43700 0.0 0.0 0.1
H 1.20910 -4.37216 1.00069 -0.1 0.0 0.0
C -2.67530 1.92709 2.54574 0.4 -0.1 0.1
As -2.56850 1.00691 0.82592 -1.0 0.2 -0.2
C -3.53085 2.25892 -0.31901 0.2 0.1 -0.1
C -4.00795 -0.29272 1.08359 0.2 -0.2 0.0
H -3.71036 1.85655 2.87701 0.0 -0.1 -0.1
H -2.40733 2.97132 2.41632 0.1 0.0 -0.1
H -2.03146 1.47620 3.29917 0.0 0.0 0.0
H -4.33721 2.68102 0.28032 0.0 -0.1 0.1
H -3.96561 1.73726 -1.17047 0.0 -0.1 0.0
H -2.89640 3.06883 -0.67503 0.1 -0.1 0.1
H -4.92507 0.27679 1.22956 0.0 0.1 0.0
H -3.83663 -0.90011 1.97143 0.1 0.0 0.0
H -4.13711 -0.94035 0.21803 0.1 0.0 0.0
```
Positions in Å, forces in eV/Å.

=====

The strongest force on any atom results, record by record, are as follows: 3.88 2.10 eV Å⁻¹.
The M results, record by record, are as follows: 932.06 1185.18 g/mol.
The ΔE to the lowest compared entry with this formula, charge and spin results, record by record, are as follows: 1.567 0.922 eV.